1.
Formula: C38H44F41NO11S
Source: the Open Molecules 2025 dataset
Level of theory: ωB97M-V/def2-TZVPD

Properties
E_HOMO = -9.893 eV
SMILES = CC(=O)OCCCCCCN(CCCCOC=O)S(=O)(=O)F.FC(F)C(F)(F)COC(F)(F)C(F)F.FC(F)C(F)(F)COC(F)(F)C(F)F.FC(F)C(F)(F)COC(F)(F)C(F)F.FC(F)C(F)(F)COC(F)(F)C(F)F.FC(F)C(F)(F)COC(F)(F)C(F)F
Multiplicity = 1
HOMO-LUMO gap = 8.6 eV
F_max = 8.9 eV/A

Last column: Löwdin charge in e.
Positions of all 136 atoms, in Å:
S (-0.76, -2.50, 0.87)  0.91
F (8.26, -5.04, 5.55)  0.09
F (-6.44, 6.41, -3.14)  0.10
F (7.88, -5.76, 7.57)  0.09
F (-1.61, -4.12, 7.65)  0.09
F (-5.73, 7.81, -5.44)  0.12
F (-2.87, 3.95, 3.24)  0.10
F (3.60, 4.13, -1.79)  0.08
F (-9.27, 7.11, -7.78)  0.09
F (-2.33, 4.78, 1.31)  0.11
F (-2.76, -5.59, 8.76)  0.09
F (-7.39, 5.11, -7.51)  0.12
F (-3.37, 4.94, -1.15)  0.09
F (8.01, -6.86, 2.20)  0.09
F (-7.13, 6.30, -9.32)  0.10
F (-1.79, -4.48, 5.24)  0.09
F (-4.12, -4.86, 6.48)  0.12
F (-4.67, 5.82, 2.33)  0.09
F (0.60, 2.63, 0.05)  0.07
F (-0.26, -3.08, 4.58)  0.09
F (-3.49, 1.43, -1.73)  0.12
F (5.49, 4.86, -1.02)  0.10
F (-2.13, -0.96, 4.84)  0.13
F (2.46, 3.71, 0.33)  0.09
F (5.81, -6.57, 5.88)  0.12
F (-4.05, 6.69, -4.64)  0.14
F (5.86, -5.21, 1.71)  0.07
F (-5.09, 4.64, 0.56)  0.09
F (-4.82, 2.53, -0.42)  0.13
F (-5.10, -4.21, 8.31)  0.10
F (-7.40, 5.50, -4.87)  0.09
F (-7.97, 7.54, -6.10)  0.08
F (-1.69, -1.97, 6.70)  0.12
F (-4.36, 3.91, -2.79)  0.08
F (-0.71, 4.94, -0.67)  0.09
F (5.14, -5.05, 7.28)  0.14
F (0.95, 4.47, -1.98)  0.12
F (0.35, -1.26, 1.39)  -0.22
F (7.26, -4.39, 3.16)  0.12
F (4.32, 7.42, -0.65)  0.14
F (3.41, 5.85, 0.54)  0.12
F (7.49, -7.00, 4.30)  0.09
O (-2.13, -2.32, 1.61)  -0.35
O (-3.67, -2.34, 5.65)  0.03
O (3.92, -4.32, -5.08)  -0.03
O (-2.60, 2.43, 0.04)  0.01
O (5.47, -4.45, 5.16)  0.03
O (-5.04, 5.91, -6.47)  0.03
O (7.29, -1.18, -1.58)  -0.06
O (5.03, -1.25, -0.72)  -0.12
O (2.33, 6.67, -1.29)  0.03
O (-0.19, -3.88, 1.38)  -0.34
O (3.00, -5.38, -2.99)  -0.12
N (-0.90, -2.41, -0.87)  -0.25
C (-1.60, -3.26, 4.66)  -0.27
C (0.71, -5.25, -1.72)  -0.15
C (6.34, -5.37, 2.98)  -0.42
C (-4.10, -2.55, 7.00)  -0.06
C (-1.59, -1.14, -1.33)  -0.20
C (5.16, -5.13, 3.94)  -0.05
C (4.54, -0.90, -2.08)  -0.16
C (-0.51, 0.04, -1.80)  -0.16
C (-5.55, 6.59, -7.62)  -0.05
C (6.40, -1.80, -0.78)  -0.27
C (-2.26, -2.15, 5.49)  -0.47
C (-7.99, 7.42, -7.44)  -0.29
C (-2.75, -4.29, 8.35)  -0.29
C (6.97, -6.75, 3.08)  -0.29
C (2.91, -1.13, -2.10)  -0.16
C (4.33, 5.26, -1.61)  -0.26
C (-0.52, -4.46, -2.53)  -0.17
C (-3.59, 2.56, -0.98)  -0.47
C (-3.24, 3.98, 1.92)  -0.42
C (-3.09, 2.55, 1.38)  -0.04
C (7.41, -4.92, 6.60)  -0.26
C (-6.19, 5.74, -4.29)  -0.27
C (1.19, 6.30, -0.51)  -0.05
C (-1.52, -3.66, -1.47)  -0.20
C (5.97, -5.27, 6.21)  -0.48
C (0.65, 4.88, -0.72)  -0.42
C (1.12, 3.86, 0.32)  -0.28
C (2.06, 0.12, -2.76)  -0.18
C (2.97, -4.47, -4.15)  -0.18
C (-4.64, 4.56, 1.84)  -0.29
C (-4.00, -3.99, 7.52)  -0.43
C (-7.03, 6.35, -7.95)  -0.43
C (3.59, 6.28, -0.74)  -0.48
C (-3.36, 3.79, -1.87)  -0.25
C (6.94, -3.13, 0.02)  -0.01
C (-5.28, 6.55, -5.22)  -0.47
C (1.63, -5.95, -2.88)  -0.19
C (0.51, -0.46, -2.99)  -0.19
H (-3.99, 1.94, 1.55)  0.15
H (1.28, -4.50, -1.02)  0.12
H (7.48, -3.90, 6.98)  0.18
H (0.00, -3.75, -3.31)  0.09
H (7.82, -3.58, -0.64)  0.12
H (-1.20, 0.89, -2.29)  0.11
H (4.90, 0.14, -2.46)  0.14
H (0.79, 4.14, 1.32)  0.18
H (0.11, -0.20, -4.08)  0.12
H (-3.66, -1.82, 7.69)  0.15
H (0.02, 0.54, -0.88)  0.10
H (2.50, -1.37, -1.01)  0.13
H (5.01, -1.73, -2.80)  0.14
H (-7.75, 8.40, -7.88)  0.17
H (2.70, -2.07, -2.75)  0.08
H (0.40, 6.98, -0.87)  0.15
H (-2.71, -3.67, 9.25)  0.17
H (4.57, 5.67, -2.59)  0.18
H (-2.32, 2.06, 1.99)  0.15
H (-2.54, -3.48, -2.03)  0.14
H (2.06, 1.08, -2.11)  0.11
H (4.47, -4.46, 3.43)  0.15
H (-1.77, -4.45, -0.61)  0.14
H (7.40, -2.91, 1.09)  0.09
H (-5.29, 7.66, -7.61)  0.15
H (-2.27, -1.33, -2.29)  0.15
H (2.51, 0.33, -3.84)  0.12
H (6.13, -3.97, 0.17)  0.08
H (2.01, -3.76, -4.24)  0.15
H (1.77, -7.11, -2.67)  0.15
H (-4.97, 6.18, -8.45)  0.15
H (0.55, -1.66, -2.94)  0.08
H (-2.01, -3.30, 3.65)  0.14
H (1.14, -5.78, -3.95)  0.13
H (-5.35, 3.96, 2.42)  0.18
H (0.22, -6.14, -1.10)  0.13
H (-5.74, 4.78, -4.04)  0.15
H (-2.32, -0.73, -0.48)  0.12
H (-1.18, -5.25, -3.13)  0.13
H (4.57, -6.04, 4.12)  0.15
H (-5.16, -2.30, 6.98)  0.15
H (6.25, -7.54, 2.84)  0.18
H (-2.41, 3.72, -2.40)  0.17
H (1.31, 6.56, 0.55)  0.15



2.
Formula: C30H26BClN2O14S
Source: the Open Molecules 2025 dataset
Level of theory: ωB97M-V/def2-TZVPD

Properties
E_HOMO = -8.416 eV
SMILES = CC[C@@H](Cl)c1cnc2c(CB(O)O)cc(S)cc2n1.O=C1C=C(O)C(=O)C=C1O.O=C1C=C(O)C(=O)C=C1O.O=C1C=C(O)C(=O)C=C1O
Multiplicity = 1
HOMO-LUMO gap = 6.4 eV
F_max = 7.1 eV/A

Last column: Löwdin charge in e.
Positions of all 75 atoms, in Å:
Cl (0.87, -5.16, 3.32)  0.48
S (-5.83, -1.40, 6.84)  0.62
O (-7.13, -0.80, 0.55)  0.04
O (3.15, 0.25, -5.96)  0.09
O (-1.20, 3.34, -2.07)  0.09
O (1.77, 0.25, -0.07)  0.08
O (1.69, 4.66, 0.35)  0.09
O (3.21, -4.83, -7.49)  0.11
O (1.07, 3.42, 5.80)  0.08
O (-5.67, 0.40, -1.16)  0.03
O (5.39, -3.92, -6.09)  0.08
O (3.36, 0.07, -2.30)  0.08
O (0.33, 3.08, -4.32)  0.11
O (3.06, 5.06, 4.86)  0.11
O (0.94, -0.69, -7.28)  0.08
O (-0.35, 3.09, 1.30)  0.07
N (-2.42, -1.13, 1.05)  0.05
N (-1.41, -3.11, 3.54)  0.08
C (2.43, 4.90, 2.59)  0.08
C (-3.12, -1.26, 2.37)  -0.10
C (0.25, 1.80, -1.01)  0.06
C (3.17, -3.66, -7.13)  -0.31
C (2.05, -1.49, 2.80)  -0.13
C (2.24, 0.87, -2.29)  -0.20
C (-0.69, -2.94, 2.24)  -0.18
C (-4.48, -0.32, 2.59)  -0.08
C (4.32, -3.08, -6.37)  -0.21
C (-4.98, 0.72, 1.42)  -0.10
C (1.18, 3.71, 4.45)  -0.20
C (-5.38, -0.35, 3.99)  -0.02
C (0.71, -3.79, 2.02)  -0.59
C (-0.10, 2.51, -2.08)  -0.21
C (-4.88, -1.35, 5.21)  -0.53
C (0.31, 3.21, 3.57)  0.09
C (2.06, -2.86, 1.89)  -0.26
C (2.02, -2.79, -7.41)  0.08
C (2.02, -1.52, -7.02)  -0.20
C (-3.54, -2.26, 4.96)  -0.01
C (1.57, 4.39, 1.70)  -0.20
C (4.32, -1.81, -5.98)  0.08
C (0.44, 3.52, 2.13)  -0.28
C (0.69, 2.43, -3.35)  -0.30
C (1.89, 1.58, -3.37)  0.08
C (-2.63, -2.24, 3.57)  -0.13
C (1.44, 0.92, -1.03)  -0.29
C (-1.18, -1.99, 1.01)  -0.01
C (3.18, -0.93, -6.29)  -0.29
C (2.29, 4.60, 4.02)  -0.30
B (-5.96, 0.06, 0.28)  -0.42
H (2.46, 1.55, -4.28)  0.11
H (3.00, -3.50, 2.23)  0.11
H (-6.89, -1.60, 1.10)  0.11
H (-4.04, 1.20, 0.87)  0.12
H (3.09, -1.48, 3.39)  0.09
H (1.81, 3.90, 6.23)  0.12
H (-4.69, 0.38, -1.34)  0.10
H (3.40, -0.34, -1.40)  0.11
H (-0.50, 2.56, 3.86)  0.14
H (5.14, -1.37, -5.44)  0.14
H (1.18, 0.18, -6.90)  0.12
H (0.58, -4.37, 0.99)  0.12
H (2.09, -0.58, 2.07)  0.05
H (-1.25, 3.74, -2.96)  0.12
H (-5.90, -0.04, 7.24)  -0.11
H (-0.31, 1.84, -0.08)  0.10
H (1.22, -1.44, 3.62)  0.08
H (1.19, -3.23, -7.95)  0.14
H (0.95, 4.18, -0.08)  0.10
H (-6.33, 0.36, 4.06)  0.11
H (5.15, -4.79, -6.48)  0.12
H (-5.54, 1.65, 1.92)  0.13
H (2.22, -2.61, 0.76)  0.10
H (-0.54, -1.96, 0.02)  0.12
H (-3.20, -2.95, 5.88)  0.11
H (3.25, 5.53, 2.29)  0.14



3.
Formula: C7H8O2
Source: the Open Molecules 2025 dataset
Level of theory: ωB97M-V/def2-TZVPD

Properties
E_HOMO = -8.421 eV
SMILES = OCc1cccc(O)c1
Multiplicity = 1
HOMO-LUMO gap = 8.7 eV
F_max = 8.4 eV/A

Last column: Löwdin charge in e.
Positions of all 17 atoms, in Å:
O (-2.28, 2.07, -0.48)  0.01
O (2.33, -1.82, -0.77)  0.00
C (0.96, -1.43, 1.14)  -0.02
C (-0.79, 0.23, 0.90)  -0.06
C (1.33, -1.13, -0.24)  -0.29
C (-1.20, 1.45, -1.19)  -0.19
C (-0.09, -0.73, 1.65)  -0.09
C (-0.46, 0.57, -0.36)  -0.28
C (0.55, -0.16, -0.91)  0.03
H (-1.61, 0.82, 1.46)  0.14
H (2.97, -2.65, -0.40)  0.25
H (-0.31, 2.31, -1.57)  0.20
H (0.87, -0.05, -1.78)  0.05
H (1.62, -1.95, 1.61)  0.04
H (-1.87, 2.36, 0.22)  -0.03
H (-1.60, 1.16, -2.06)  0.09
H (-0.40, -1.05, 2.78)  0.16



4.
Formula: C3H7PS
Source: the Open Molecules 2025 dataset
Level of theory: ωB97M-V/def2-TZVPD

Properties
E_HOMO (spin up / spin down) = -8.149 / -8.539 eV
Multiplicity = 3
HOMO-LUMO gap (spin up / spin down) = 8.9 / 7.6 eV
F_max = 3.1 eV/A

Last column: Löwdin charge in e.
Positions of all 12 atoms, in Å:
S (0.58, -1.05, 1.05)  0.71
P (0.15, -1.38, -2.22)  0.43
C (-0.99, -0.36, 0.65)  -0.59
C (-1.20, 0.61, -0.31)  -0.16
C (1.58, 0.43, 1.15)  -0.40
H (-0.83, -1.41, -3.56)  -0.21
H (-1.89, -0.90, 0.95)  0.05
H (2.43, 0.09, 1.68)  0.02
H (-0.32, 1.05, -0.74)  0.00
H (-2.25, 1.03, -0.47)  0.08
H (0.88, 1.19, 1.63)  0.07
H (1.86, 0.69, 0.19)  0.00



5.
Formula: C4H8N2OS
Source: the Open Molecules 2025 dataset
Level of theory: ωB97M-V/def2-TZVPD

Properties
E_HOMO = -8.829 eV
SMILES = C[C@H]1COC(NS)=N1
Multiplicity = 1
HOMO-LUMO gap = 9.4 eV
F_max = 5.7 eV/A

Last column: Löwdin charge in e.
Positions of all 16 atoms, in Å:
S (-2.09, 2.07, 2.00)  0.77
O (-1.24, -0.03, 0.40)  -0.11
N (-0.42, 1.48, 1.91)  -0.29
N (0.92, 0.70, 0.10)  0.10
C (0.62, -0.14, -1.05)  -0.36
C (1.58, -1.44, -0.91)  -0.09
C (-0.98, -0.48, -0.97)  -0.07
C (-0.18, 0.80, 0.77)  -0.57
H (-1.05, -1.63, -1.04)  0.14
H (0.65, 0.24, -2.12)  0.14
H (2.62, -1.01, -1.29)  0.09
H (1.81, -1.68, 0.28)  0.13
H (-2.26, 1.21, 3.11)  -0.09
H (0.41, 1.99, 2.04)  0.08
H (-1.60, 0.09, -1.55)  0.08
H (1.21, -2.19, -1.66)  0.06